[1]
Molecular formula: C7H15N
Method: DFT, ωB97M-V with the def2-TZVPD basis set

Each line ends with the Mulliken charge.
Geometry (Å):
C  3.6503  0.7226  0.6288  -1.030
C  2.8940  -0.0906  -0.6516  -0.550
C  1.7994  -0.9270  -0.2051  -0.278
C  0.5731  -0.2964  0.3088  -0.586
C  -0.5972  -0.2534  -0.8501  -0.482
N  -1.8148  0.3902  -0.6622  -0.494
C  -2.7690  -0.2324  0.2406  -0.162
C  -4.0472  0.5113  0.0369  -1.178
H  0.4783  0.7754  0.6172  0.361
H  2.7872  1.0958  1.2080  0.283
H  3.9619  -0.0547  1.3482  0.301
H  2.3897  0.6857  -1.2342  0.215
H  4.4841  1.3924  0.4099  0.349
H  3.7258  -0.5107  -1.2346  0.385
H  1.8633  -1.8567  0.3510  0.344
H  0.1371  -0.8071  1.1951  0.389
H  -0.1537  0.2490  -1.7125  0.327
H  -0.8257  -1.3436  -1.0125  0.308
H  -2.3516  -0.2192  1.2778  0.244
H  -2.8814  -1.3393  0.1793  0.300
H  -4.9054  0.1681  0.6283  0.379
H  -4.0200  1.6099  0.1280  0.292
H  -4.3782  0.3307  -0.9952  0.284

Computed properties:
ΔE to the lowest compared entry with this formula, charge and spin = 6.037 eV
Gap between HOMO and LUMO = 0.1944 hartree
HOMO = -6.877 eV
Net charge = 0

=====

[2]
Molecular formula: C7H15N
Method: DFT, ωB97M-V with the def2-TZVPD basis set

Each line ends with the Mulliken charge.
Geometry (Å):
C  -2.6805  -0.5055  0.1449  -0.767
C  -1.6235  -0.1202  0.8632  -0.491
C  0.0788  -0.2291  0.4650  1.650
C  0.8281  0.7115  1.4121  -1.747
C  0.4324  -1.6924  0.7650  -1.754
N  0.1089  0.0725  -0.9231  -0.225
C  -0.3153  1.4033  -1.3576  -1.116
C  1.7198  -0.0755  -1.3874  -0.979
H  -3.6782  -0.5392  0.5770  0.290
H  -2.5686  -0.8614  -0.8749  0.293
H  -1.8035  0.2363  1.8778  0.258
H  1.9089  0.5473  1.3565  0.364
H  0.6306  1.7640  1.1976  0.390
H  0.5324  0.5142  2.4482  0.454
H  -0.0078  -2.0072  1.7175  0.439
H  1.5122  -1.8471  0.8448  0.397
H  0.0521  -2.3566  -0.0173  0.409
H  -1.3200  1.6647  -1.0213  0.379
H  0.3591  2.2104  -1.0537  0.369
H  -0.3548  1.4028  -2.4516  0.359
H  2.2235  -0.9734  -1.0323  0.308
H  1.6802  -0.1243  -2.4768  0.369
H  2.2851  0.8051  -1.0736  0.353

Computed properties:
ΔE to the lowest compared entry with this formula, charge and spin = 2.285 eV
Gap between HOMO and LUMO = 0.3537 hartree
HOMO = -8.655 eV
SMILES string = C=CC(C)(C)N(C)C
Net charge = 0

=====

[3]
Molecular formula: C7H15N
Method: DFT, ωB97M-V with the def2-TZVPD basis set

Each line ends with the Mulliken charge.
Geometry (Å):
C  -0.7161  -0.2481  3.3801  -1.207
C  -0.9185  -0.6785  1.8953  -0.461
C  -0.3564  0.3491  0.9151  -0.692
N  -0.0194  -0.1978  -0.3870  0.145
C  -0.8045  0.3878  -1.4644  -0.686
C  0.0138  0.0760  -2.7017  -0.667
C  1.4788  0.2036  -2.2599  -0.569
C  1.4066  -0.0748  -0.7532  -0.610
H  -0.7145  0.8331  3.4673  0.334
H  -1.3909  -0.8080  4.0198  0.353
H  0.3016  -0.5401  3.6386  0.325
H  -0.3032  -1.5868  1.8167  0.296
H  -1.9151  -1.0774  1.6945  0.344
H  -1.0777  1.1763  0.8840  0.304
H  0.5200  0.7719  1.4235  0.270
H  -0.9669  1.4744  -1.3733  0.404
H  -1.7678  -0.0931  -1.5801  0.273
H  -0.3085  0.6002  -3.6011  0.387
H  -0.1605  -0.9763  -2.9460  0.279
H  1.8131  1.2356  -2.3683  0.249
H  2.0677  -0.4551  -2.8961  0.332
H  1.9737  0.6799  -0.2031  0.348
H  1.8445  -1.0518  -0.6009  0.248

Computed properties:
ΔE to the lowest compared entry with this formula, charge and spin = 0.850 eV
Gap between HOMO and LUMO = 0.3513 hartree
HOMO = -8.404 eV
SMILES string = CCCN1CCCC1
Net charge = 0

=====

[4]
Molecular formula: C7H15N
Method: DFT, ωB97M-V with the def2-TZVPD basis set

Each line ends with the Mulliken charge.
Geometry (Å):
C  1.5937  1.3493  1.6082  -1.032
C  1.0415  1.6057  0.2384  -0.052
C  1.7979  1.8729  -0.8194  0.002
C  1.2752  2.0739  -2.2126  -1.173
H  2.6764  1.2448  1.5960  0.310
H  1.3390  2.1791  2.2702  0.278
H  1.1532  0.4573  2.0526  0.181
H  -0.0334  1.5107  0.1189  0.264
H  2.8742  1.9425  -0.6854  0.288
H  0.2055  2.2844  -2.1600  0.294
H  1.7418  2.8761  -2.7790  0.382
H  1.4003  1.1590  -2.7967  0.255
C  -0.6608  -1.9871  2.0124  -0.952
C  -1.6068  -1.7294  1.1169  0.017
C  -1.4116  -1.7908  -0.3719  -0.134
N  -2.6683  -2.1996  -1.0191  -0.663
H  -0.8364  -1.8253  3.0667  0.280
H  0.3089  -2.3551  1.7016  0.265
H  -2.6258  -1.5348  1.4350  0.278
H  -1.0422  -0.8259  -0.7433  0.090
H  -0.6508  -2.5254  -0.6448  0.358
H  -2.5264  -2.3325  -2.0159  0.237
H  -3.3452  -1.4498  -0.9687  0.228

Computed properties:
ΔE to the lowest compared entry with this formula, charge and spin = 1.650 eV
Gap between HOMO and LUMO = 0.3733 hartree
HOMO = -9.135 eV
SMILES string = C/C=C/C.C=CCN
Net charge = 0

=====

[5]
Molecular formula: C7H15N2
Method: DFT, ωB97M-V with the def2-TZVPD basis set

Each line ends with the Mulliken charge.
Geometry (Å):
C  -1.3459  -1.9852  -0.5701  -1.430
C  -1.3097  -0.6727  -0.2017  0.717
N  -0.0408  0.1620  -0.0951  0.380
C  1.2875  -0.3345  -0.1072  0.290
C  1.8254  -0.4934  1.3368  -1.325
C  2.1149  0.4587  -1.0936  -1.300
C  -0.3887  1.4661  0.2969  -0.417
C  -1.8677  1.6130  0.1264  -0.587
N  -2.2918  0.1551  -0.0257  -0.106
H  -1.3138  -2.7263  0.3467  0.314
H  -0.4080  -2.3672  -1.0952  0.288
H  -2.2162  -2.2526  -1.1159  0.462
H  1.2476  -1.2912  -0.6052  0.143
H  2.0510  0.6010  1.7248  0.326
H  1.0783  -0.9604  2.0921  0.277
H  2.7168  -1.0721  1.5303  0.424
H  1.8240  -0.0614  -1.9568  0.382
H  3.1297  0.3038  -0.7880  0.371
H  1.9200  1.5533  -1.0654  0.329
H  0.0790  2.3221  -0.1746  0.349
H  -0.1139  1.5584  1.4249  0.300
H  -2.4733  2.0597  0.9342  0.321
H  -2.2501  2.1030  -0.8262  0.292
H  -3.2544  -0.1393  -0.0923  0.199

Computed properties:
ΔE to the lowest compared entry with this formula, charge and spin = 1.394 eV
Gap between HOMO and LUMO = 0.3564 hartree
HOMO = -13.159 eV
SMILES string = CC1=[N+](C(C)C)CCN1
Net charge = +1

=====

[6]
Molecular formula: C7H15N2
Method: DFT, ωB97M-V with the def2-TZVPD basis set

Each line ends with the Mulliken charge.
Geometry (Å):
C  3.6696  0.0266  -0.1437  -1.034
C  2.2196  0.4352  0.2325  -0.501
C  1.1688  -0.3662  -0.6125  -0.321
N  0.5546  -1.2853  -0.0828  0.124
C  -0.4828  -1.9061  0.2147  -0.145
C  -1.7715  -1.2091  0.2324  -0.629
N  -1.6989  0.1848  0.1035  0.173
C  -1.8241  0.8077  -1.1956  -1.058
C  -2.0153  1.0651  1.2248  -0.865
H  3.7293  -0.9355  -0.4746  0.430
H  4.1755  0.0671  0.9352  0.266
H  4.1100  0.7822  -0.7456  0.332
H  1.9708  1.3278  -0.1752  0.297
H  1.9867  0.3777  1.2765  0.383
H  1.0285  -0.2410  -1.6608  0.490
H  -0.3412  -2.9683  0.5555  0.422
H  -2.2979  -1.7107  -0.5710  0.365
H  -2.2486  -1.5508  1.1672  0.401
H  -1.1641  1.6983  -1.0936  0.395
H  -1.3017  0.2504  -2.0398  0.279
H  -2.8549  1.2204  -1.3835  0.339
H  -1.2223  1.7659  1.5719  0.229
H  -2.8658  1.7432  0.7643  0.275
H  -2.5244  0.4205  1.9005  0.356

Computed properties:
ΔE to the lowest compared entry with this formula, charge and spin = 3.530 eV
Gap between HOMO and LUMO = 0.2963 hartree
HOMO = -12.443 eV
SMILES string = CCC=[N+]=CCN(C)C
Net charge = +1

=====

[7]
Molecular formula: C7H15N2S
Method: DFT, ωB97M-V with the def2-TZVPD basis set

Each line ends with the Mulliken charge.
Geometry (Å):
C  -1.4787  -0.5880  1.4665  -0.859
N  -1.2813  -0.9574  0.0295  0.411
C  -2.4135  -1.4259  -0.7643  -0.964
C  -0.5941  0.1186  -0.7099  -1.249
C  0.8039  0.5583  -0.2524  1.066
C  1.7402  -0.5243  0.0590  0.379
N  3.0031  -0.2631  0.5642  -0.394
S  1.2914  -2.1015  -0.1550  -0.430
C  1.4418  1.7712  -1.0154  -0.780
C  0.9716  1.8900  0.3846  -0.761
H  -2.4207  0.0600  1.5294  0.354
H  -1.7494  -1.4731  2.1064  0.365
H  -0.7317  0.0860  1.8679  0.324
H  -0.6211  -1.6550  0.1807  -0.014
H  -3.2543  -0.8154  -0.5263  0.404
H  -2.3254  -1.1613  -1.7644  0.409
H  -2.6243  -2.4465  -0.6902  0.376
H  -0.5652  -0.1846  -1.7638  0.341
H  -1.3086  0.9106  -0.6080  0.523
H  3.5242  0.6553  0.4266  0.217
H  3.5444  -1.0056  0.9686  0.221
H  0.7893  2.1468  -1.8708  0.267
H  2.5580  1.8042  -1.1825  0.226
H  1.5856  2.0156  1.3354  0.267
H  0.1148  2.5852  0.3841  0.301

Computed properties:
ΔE to the lowest compared entry with this formula, charge and spin = 2.374 eV
Gap between HOMO and LUMO = 0.3432 hartree
HOMO = -12.475 eV
SMILES string = C[NH+](C)CC1(C(N)=S)CC1
Net charge = +1

=====

[8]
Molecular formula: C7H15N2Si
Method: DFT, ωB97M-V with the def2-TZVPD basis set

Each line ends with the Mulliken charge.
Geometry (Å):
C  -1.0388  -1.5670  0.0895  0.189
C  0.0367  -0.9057  0.3664  -0.316
C  -2.5151  0.2265  -0.0757  0.728
C  -3.9018  0.7504  -0.4701  -1.191
C  3.1654  -1.4540  0.1076  -1.102
C  1.9316  0.9872  1.7931  -1.097
C  1.6428  0.7156  -1.4744  -0.987
N  -1.5664  0.9663  0.2867  -0.504
N  -2.2938  -1.1307  -0.1587  -0.034
Si  1.7329  -0.0562  0.2654  0.480
H  -0.9547  -2.6450  -0.1905  0.349
H  -4.5403  -0.0120  -0.8137  0.368
H  -4.1871  1.1670  0.4610  0.348
H  -3.8754  1.5861  -1.2067  0.324
H  3.6349  -1.8271  0.9690  0.375
H  2.5306  -2.2439  -0.4251  0.245
H  3.9872  -1.1458  -0.4608  0.384
H  2.3561  1.9598  1.7945  0.433
H  0.9090  1.0737  2.1762  0.303
H  2.4737  0.4141  2.4502  0.353
H  1.7486  0.0481  -2.2800  0.357
H  0.7543  1.4605  -1.6993  0.260
H  2.5247  1.2368  -1.4006  0.361
H  -1.4919  2.0126  0.3333  0.248
H  -3.0632  -1.6173  -0.4372  0.125

Computed properties:
ΔE to the lowest compared entry with this formula, charge and spin = 3.641 eV
Gap between HOMO and LUMO = 0.2998 hartree
HOMO = -13.604 eV
Net charge = +1

=====

[9]
Molecular formula: C7H15N3O
Method: DFT, ωB97M-V with the def2-TZVPD basis set

Each line ends with the Mulliken charge.
Geometry (Å):
C  0.5441  -2.7157  -0.6357  -1.544
C  0.7655  -1.3033  -0.1926  0.863
C  2.1213  -1.1954  0.6761  -1.142
N  -0.3356  -0.9290  0.7248  -0.379
N  -1.6530  -0.7497  -0.0141  -0.116
C  -2.7836  -1.5410  0.2114  0.106
O  -3.9638  -1.2553  0.1515  -0.501
N  -1.0802  0.3065  0.6784  -0.032
C  -0.7609  1.5373  -0.0443  0.812
C  0.0974  2.3994  0.8445  -1.330
C  -2.1114  2.1289  -0.4065  -1.401
H  0.2117  -3.2370  0.3790  0.372
H  1.6192  -3.1725  -0.8425  0.363
H  0.0161  -2.9812  -1.6080  0.258
H  1.0419  -0.6834  -1.0829  0.252
H  2.9936  -1.0145  0.0290  0.338
H  2.3087  -2.1526  1.3554  0.266
H  2.0330  -0.2850  1.3235  0.293
H  -2.2630  -2.5217  0.1313  0.237
H  -0.2575  1.1966  -0.9598  0.245
H  1.0907  2.0265  1.2897  0.257
H  -0.3961  2.7647  1.8518  0.246
H  0.3864  3.2587  0.2372  0.391
H  -2.5760  1.9991  0.6221  0.333
H  -2.3819  1.5029  -1.1572  0.453
H  -2.0013  3.2501  -0.5368  0.359

Computed properties:
ΔE to the lowest compared entry with this formula, charge and spin = 4.936 eV
Gap between HOMO and LUMO = 0.3712 hartree
HOMO = -9.206 eV
SMILES string = CC(C)n1n(C=O)n1C(C)C
Net charge = 0

=====

[10]
Molecular formula: C7H15N4
Method: DFT, ωB97M-V with the def2-TZVPD basis set

Each line ends with the Mulliken charge.
Geometry (Å):
C  3.2182  1.5475  -0.6964  -0.786
C  -2.7784  -0.2803  -0.8363  0.123
C  2.1199  0.8728  -0.8460  -0.143
C  -2.0836  0.4854  -0.0184  -0.365
C  0.6678  -0.3034  0.6002  -0.044
C  -3.9412  -1.1025  -0.3937  -1.194
C  2.7783  -1.3547  0.1638  -1.336
N  0.1563  -1.3844  1.2083  -0.371
N  1.7832  -0.3238  -0.1432  0.130
N  -1.0887  1.2911  -0.4451  0.115
N  -0.8251  2.3769  0.2471  -0.337
H  3.5613  2.3473  -1.2605  0.346
H  4.0491  1.0970  -0.0913  0.259
H  -2.3837  -0.4795  -1.8251  0.367
H  1.3152  1.3269  -1.5191  0.391
H  -2.4383  0.7076  1.0347  0.352
H  -3.4059  -1.8093  0.1626  0.318
H  -4.5983  -0.6363  0.2795  0.366
H  -4.5221  -1.5382  -1.1688  0.356
H  2.3833  -2.3814  0.1948  0.423
H  3.5538  -1.3401  -0.5953  0.378
H  3.2425  -1.2288  1.1082  0.493
H  0.9235  -1.8935  1.6390  0.273
H  -1.0716  2.2817  1.2468  0.278
H  0.0752  2.8695  0.1506  0.329
H  -0.6905  -1.1476  1.8036  0.277

Computed properties:
ΔE to the lowest compared entry with this formula, charge and spin = 5.460 eV
Gap between HOMO and LUMO (alpha / beta) = 0.2396 / 0.2396 hartree
HOMO (alpha / beta) = -11.735 / -11.735 eV
Net charge = +1

=====

| no. | E_tot (a.u.) |
| --- | --- |
| 1 | -330.2461 |
| 2 | -330.3839 |
| 3 | -330.4367 |
| 4 | -330.4073 |
| 5 | -384.9455 |
| 6 | -384.8671 |
| 7 | -783.1157 |
| 8 | -674.3842 |
| 9 | -515.0131 |
| 10 | -494.3094 |